Record 1
ORCA calculation (ωB97M-V with the def2-TZVPD basis set) on one molecule with the formula C5H11NO.

Structure (XYZ):
```
18
Properties=species:S:1:pos:R:3:forces:R:3:mulliken_charge:R:1
C -1.84536 -0.52877 -1.16027 0.007 -0.056 -0.036 -1.162
C -1.29703 0.29007 0.00394 -0.034 0.058 0.049 -0.614
C 0.22930 0.38722 0.02434 -0.071 0.122 -0.080 0.428
C 0.72005 1.48230 0.96981 0.044 0.040 0.024 -1.426
N 0.81161 -0.90495 0.37353 0.118 -0.017 0.046 -0.113
C 2.04121 -1.28354 -0.06422 0.043 0.089 -0.099 -0.074
O 2.70695 -0.67679 -0.88072 -0.209 -0.180 0.236 -0.547
H -1.50965 -0.11155 -2.11708 -0.062 -0.059 0.149 0.311
H -1.50030 -1.56621 -1.11251 -0.042 0.112 -0.015 0.288
H -2.94039 -0.53227 -1.15934 0.169 -0.024 0.004 0.363
H -1.69900 1.30872 -0.04108 0.063 -0.103 -0.018 0.316
H -1.64514 -0.12353 0.96286 0.058 0.043 -0.120 0.325
H 0.58793 0.60647 -0.98736 -0.046 -0.010 0.135 0.250
H 0.30497 2.45344 0.67828 0.080 -0.139 0.046 0.366
H 0.40858 1.27350 2.00105 0.031 0.027 -0.140 0.304
H 1.81180 1.54881 0.94132 -0.151 -0.011 0.015 0.370
H 0.43338 -1.38965 1.17549 0.041 0.001 -0.136 0.272
H 2.38110 -2.23327 0.39196 -0.037 0.107 -0.062 0.343
```
Positions in Å, forces in eV/Å.

Results
* Kohn-Sham gap: 10.64 eV
* SMILES: CC[C@@H](C)NC=O
* energy above the lowest of the compared OMol25 structures with the same formula, charge and spin: 19.42 kJ/mol
* highest occupied orbital energy: -9.725 eV
* molecular weight: 101.15 g mol⁻¹
* LUMO: 0.91 eV

Record 2
ORCA calculation (ωB97M-V with the def2-TZVPD basis set) on a 3-piece molecular cluster, C14H32N5O2 overall.

Structure (XYZ):
```
53
Properties=species:S:1:pos:R:3:forces:R:3:mulliken_charge:R:1
C 1.35008 -0.40159 -1.01752 -0.526 -0.635 0.424 -1.006
C -0.04058 -0.63448 -0.32371 0.800 0.843 0.498 0.321
N -1.05290 -1.11755 -0.92601 0.650 0.346 1.136 -0.433
C -0.08577 -0.24655 1.22235 0.888 0.624 -0.784 -0.265
N 1.04009 -1.04310 1.85060 -1.830 -0.089 -0.563 0.113
C 2.15093 -0.61597 2.61648 -0.092 -4.360 -0.625 -0.075
C 2.81284 -1.87358 2.84995 -0.631 2.296 -0.231 -0.532
N 2.09879 -2.88221 2.21078 -0.937 0.640 -0.334 -0.051
C 0.97931 -2.37902 1.59004 2.648 1.484 2.012 -0.159
H 2.20043 -0.77422 -0.37860 -0.896 0.314 -0.538 0.272
H 1.34133 -1.01334 -1.94937 0.083 0.833 0.517 0.246
H 1.55782 0.68456 -1.19147 -0.414 -0.931 -0.065 0.323
H -1.80786 -1.16770 -0.22589 -0.109 -0.075 -0.584 0.236
H -1.07884 -0.47684 1.68050 0.977 0.015 -0.206 0.327
H 0.15871 0.83244 1.39656 -0.305 -0.855 -0.206 0.124
H 2.39473 0.41919 2.91715 -0.471 -0.896 -0.369 0.503
H 3.73996 -2.01123 3.43567 -0.833 -0.269 -0.646 0.383
H 2.32974 -3.87379 2.17548 0.150 0.439 0.222 0.245
H 0.20438 -2.90672 1.00481 0.774 0.435 0.521 0.418
C -0.94950 -1.82698 -4.13822 0.176 0.167 0.045 -1.328
C -2.28809 -2.46271 -4.49738 0.307 -0.084 -0.241 0.438
C -2.22608 -3.99690 -4.62367 -0.322 0.010 -0.052 -0.783
O -1.63906 -4.46352 -5.82803 0.101 -0.033 0.403 -0.403
C -0.22294 -4.49345 -5.82351 -0.088 -0.016 -0.371 -0.628
N -2.79837 -1.83910 -5.72177 -0.111 -0.239 0.024 -0.742
H -0.26359 -1.78880 -4.98679 -0.110 -0.086 -0.037 0.323
H -1.09828 -0.79862 -3.80452 -0.039 -0.066 -0.037 0.364
H -0.46135 -2.36946 -3.32526 -0.033 -0.005 -0.033 0.207
H -2.98264 -2.23291 -3.68222 -0.044 -0.089 -0.045 0.376
H -3.25318 -4.37385 -4.63630 0.040 0.003 -0.090 0.380
H -1.73742 -4.45370 -3.75256 0.134 0.062 -0.012 0.399
H 0.17989 -4.74724 -4.83839 -0.033 0.076 0.040 0.270
H 0.17945 -3.53724 -6.16431 0.164 0.001 0.144 0.228
H 0.09914 -5.25662 -6.53355 -0.096 -0.006 0.039 0.274
H -3.73440 -2.19293 -5.90511 -0.013 0.149 0.045 0.276
H -2.24880 -2.20178 -6.49939 0.012 0.137 0.062 0.323
C 0.30256 5.79880 4.69940 -0.083 0.163 0.136 -1.382
C -0.03769 5.30547 3.29668 0.301 -0.180 0.247 0.333
C -0.59494 3.86976 3.26941 -0.186 0.215 -0.373 -0.839
O 0.39020 2.85101 3.43016 -0.332 -0.124 -0.030 -0.164
C 0.75238 2.59561 4.77270 0.370 -0.106 -0.043 -0.813
N 1.14613 5.44473 2.44182 -0.190 -0.324 -0.156 -0.714
H 1.23038 5.36830 5.08042 -0.041 -0.027 -0.072 0.291
H 0.43427 6.88187 4.69557 0.030 -0.078 -0.058 0.349
H -0.49918 5.56676 5.40476 0.034 -0.012 -0.016 0.347
H -0.81995 5.96283 2.90488 -0.013 -0.123 -0.069 0.421
H -1.03152 3.69852 2.28044 0.094 -0.044 0.002 0.319
H -1.40700 3.73868 3.99468 0.115 -0.002 0.115 0.438
H -0.08668 2.70975 5.46330 0.001 0.088 -0.042 0.366
H 1.57839 3.24516 5.06723 -0.085 0.005 0.237 0.291
H 1.10401 1.56232 4.83289 -0.052 -0.002 0.002 0.226
H 0.89101 5.20956 1.48505 0.018 0.216 -0.013 0.266
H 1.79965 4.70836 2.70376 0.048 0.195 0.070 0.300
```
Positions in Å, forces in eV/Å.

Results
* Kohn-Sham gap: 7.30 eV
* total charge: +1
* energy above the lowest of the compared OMol25 structures with the same formula, charge and spin: 148.56 kJ/mol
* highest occupied orbital energy: -10.807 eV
* molecular weight: 302.44 g mol⁻¹
* LUMO: -3.51 eV

Record 3
ORCA calculation (ωB97M-V with the def2-TZVPD basis set) on C25H18EuN3O5 as an isolated structure.

Structure (XYZ):
```
52
Properties=species:S:1:pos:R:3:forces:R:3:mulliken_charge:R:1
Eu 0.03281 -1.29593 -1.26206 0.143 -1.060 1.721 1.382
C -4.57916 -4.03099 0.41730 0.238 1.935 0.322 -0.798
O -4.22041 -2.69929 0.91623 -0.651 -0.437 -0.809 -0.404
C -3.25791 -2.42146 1.84728 0.853 0.436 1.833 0.108
C -3.59696 -2.17162 3.20952 -1.145 -1.372 -1.972 -0.561
C -2.63515 -2.00782 4.19040 0.415 0.439 0.506 -0.509
C -1.31210 -1.81188 3.84545 -1.637 -0.513 -0.534 -0.809
C -0.99967 -1.74895 2.49363 0.972 0.435 -1.077 0.841
C 0.33335 -1.26714 2.20872 1.496 -0.242 -1.476 -0.496
N 0.94849 -1.08525 1.04676 -2.802 -0.855 2.658 0.299
N 2.23604 -0.77958 1.20081 2.833 0.678 -1.456 -0.883
C 2.83947 -0.60309 0.01004 -1.945 0.035 -0.433 0.415
O 2.25190 -0.64967 -1.15156 1.330 0.140 1.243 -0.790
C 4.24720 -0.18822 0.05858 0.660 1.573 -0.708 0.327
C 4.86940 0.61029 -0.95486 -0.050 -0.870 0.883 -0.415
C 6.12217 1.21318 -0.73127 -1.591 0.251 -0.754 -0.468
C 6.68478 1.13038 0.51882 1.633 -0.186 1.185 -0.276
C 6.14291 0.25302 1.48421 -0.735 0.664 -1.516 -0.557
C 4.90700 -0.34817 1.25462 1.057 -0.464 1.110 -0.268
C -1.91980 -2.03254 1.43703 -1.532 0.255 -0.325 0.404
O -1.68892 -1.81079 0.18471 0.045 -0.663 0.941 -0.816
H -5.10994 -3.86562 -0.51222 -0.051 0.246 -0.121 0.277
H -5.23867 -4.51485 1.09191 -0.720 -0.394 0.917 0.332
H -3.78507 -4.70338 0.21055 1.294 -0.240 -0.037 0.320
H -4.68266 -2.19910 3.43623 0.792 -0.168 0.068 0.358
H -2.89521 -1.96593 5.23203 -0.328 0.008 0.265 0.361
H -0.57954 -1.70877 4.61107 0.596 0.267 0.294 0.372
H 0.96040 -1.13617 3.09844 0.016 0.126 -0.150 0.257
H 4.36262 0.78809 -1.89249 -0.147 -0.199 -0.004 0.370
H 6.51610 1.84107 -1.54653 0.018 -0.287 0.657 0.321
H 7.60761 1.73361 0.75339 -0.951 -0.885 -0.256 0.273
H 6.61901 0.03850 2.40028 0.635 0.183 0.936 0.407
H 4.44624 -0.94486 2.06092 0.245 0.370 -0.677 0.321
O -0.86159 -0.84760 -5.32103 -0.247 0.493 -0.329 -0.702
C -0.66593 -0.76914 -4.11569 0.773 -1.740 -0.332 0.533
O -0.26790 -1.76201 -3.37990 -0.937 1.190 -2.212 -0.744
C -0.87409 0.61532 -3.49451 0.199 -0.242 1.114 0.303
C -0.98765 1.73165 -4.31944 -0.939 2.166 1.384 -0.527
C -1.40846 2.92729 -3.67151 0.541 -2.533 -0.426 -0.646
C -1.58988 2.96931 -2.25314 1.276 -0.590 -0.829 0.685
C -1.99322 4.13829 -1.60085 -1.057 -0.194 0.048 -0.710
C -2.24734 4.10467 -0.25689 0.773 0.815 0.044 -0.522
C -1.69920 3.07704 0.55954 0.446 -0.846 -2.032 -0.647
C -1.17155 1.94725 -0.04707 -0.325 -0.084 -0.034 -0.100
C -1.21348 1.80955 -1.48862 -0.840 2.109 -0.112 0.376
N -0.94414 0.69626 -2.15618 0.208 -0.749 -1.039 -0.251
H -0.82123 1.69563 -5.39073 -0.163 -0.234 0.249 0.458
H -1.66560 3.72244 -4.34137 -0.030 0.796 0.198 0.368
H -2.18559 4.97786 -2.26107 -0.322 0.205 0.417 0.362
H -2.72115 4.96209 0.19863 0.126 0.126 0.196 0.360
H -1.55813 3.24101 1.59866 -0.350 -0.124 0.816 0.439
H -0.75017 1.14605 0.57323 -0.117 0.229 -0.356 0.271
```
Positions in Å, forces in eV/Å.

Results
* Kohn-Sham gap (alpha / beta): 4.65 / 6.06 eV
* total charge: -1
* 2S+1: 8
* highest occupied orbital energy (alpha / beta): -2.686 / -4.081 eV
* molecular weight: 592.40 g mol⁻¹
* LUMO (alpha / beta): 1.96 / 1.98 eV

Record 4
ORCA calculation (ωB97M-V with the def2-TZVPD basis set) on C13H12Cl2INO4 as an isolated structure.

Structure (XYZ):
```
33
Properties=species:S:1:pos:R:3:forces:R:3:mulliken_charge:R:1
C 2.54434 -2.43316 1.03068 0.159 0.031 -0.331 -0.931
C 2.49586 -1.47722 2.19702 0.045 -0.199 0.313 0.726
O 2.49283 -1.87179 3.32883 0.050 0.134 -0.146 -0.550
O 2.54431 -0.13601 1.97202 -0.211 -0.103 -0.080 -0.354
C 1.92252 0.42831 0.81568 0.031 0.430 -0.108 -0.748
C 0.42640 0.55255 0.97059 -0.005 0.052 0.005 1.191
C -0.12325 1.77686 1.37149 0.049 -0.030 -0.049 -0.714
C -1.49082 1.95953 1.51503 -0.131 -0.053 -0.023 -0.883
C -2.30148 0.86866 1.26278 0.154 -0.077 -0.168 0.335
C -1.76789 -0.33937 0.84600 -0.188 0.167 0.136 0.907
C -0.41031 -0.52157 0.68889 -0.063 -0.075 0.106 -0.580
C -2.89134 -1.28928 0.61525 0.195 0.214 -0.161 -0.026
O -2.85224 -2.31976 0.01453 -0.098 -0.253 0.239 -0.520
N -4.09300 -0.68351 1.16118 0.431 -0.072 -0.081 -0.604
I -4.49475 -1.64612 2.94110 -0.306 0.132 -0.162 0.237
C -3.77638 0.72435 1.36140 -0.190 -0.201 0.133 0.210
O -4.60317 1.56938 1.52130 0.025 0.043 0.241 -0.526
H 2.81939 -1.98070 0.08000 -0.047 0.045 0.042 0.319
H 3.28966 -3.19107 1.26584 -0.076 -0.001 0.105 0.333
H 1.58747 -2.93921 0.91203 -0.019 0.003 0.080 0.274
H 2.18442 -0.09228 -0.10592 -0.066 -0.157 0.079 0.068
H 2.33756 1.43289 0.73423 0.104 -0.074 0.041 0.445
H 0.53668 2.61351 1.56625 0.070 -0.055 0.024 0.412
H -1.91555 2.90488 1.82562 0.042 0.006 -0.012 0.478
H -0.03110 -1.48111 0.36362 0.053 0.046 -0.086 0.486
Cl -0.65903 0.28927 -2.31520 0.016 0.067 -0.125 -0.068
C 0.05852 1.31772 -3.58247 -0.082 0.051 -0.049 -0.614
C 1.27119 0.68074 -4.20719 0.010 -0.008 -0.090 -0.401
Cl 2.64451 0.58661 -3.07016 0.002 -0.015 0.029 -0.180
H 0.29992 2.27715 -3.13223 0.023 -0.019 0.034 0.304
H -0.70458 1.46906 -4.34409 0.002 -0.034 -0.006 0.336
H 1.60271 1.27859 -5.05408 0.013 0.026 0.022 0.326
H 1.05657 -0.32788 -4.54998 0.009 -0.019 0.048 0.310
```
Positions in Å, forces in eV/Å.

Results
* Kohn-Sham gap: 8.64 eV
* highest occupied orbital energy: -9.684 eV
* molecular weight: 444.05 g mol⁻¹
* LUMO: -1.05 eV

Question: Look up the molecular weight of the second one.
Answer: 302.44 g mol⁻¹

Question: What is the molecular weight in the fourth record?
Answer: 444.05 g mol⁻¹